Here is an isolated ion of composition C27H26BrN2O4 and charge -1 at a distorted geometry from the OMol25 dataset. Energies are from the ωB97M-V functional and the def2-TZVPD basis.

Bonds (Å) are listed after each position.
Cartesian coordinates (Å):
1 Br -2.455 1.972 -2.041  C2 1.886
2 C -2.048 1.322 -0.319  Br1 1.886, C3 1.403, C12 1.402
3 C -1.766 2.239 0.706  C2 1.403, C4 1.399, H13 1.084
4 C -1.448 1.766 1.983  C3 1.399, C5 1.398, H14 1.093
5 C -1.398 0.390 2.224  C4 1.398, C6 1.538, C11 1.393
6 C -0.673 -0.083 3.495  C5 1.538, C7 1.494, H15 1.097, C25 1.408
7 C 0.364 -1.097 3.135  C6 1.494, N8 1.349, H16 1.088
8 N 1.602 -0.958 3.653  C7 1.349, O9 1.267, O10 1.264
9 O 1.908 0.164 4.157  N8 1.267
10 O 2.432 -1.910 3.624  N8 1.264
11 C -1.793 -0.516 1.242  C5 1.393, C12 1.407, H17 1.091
12 C -2.084 -0.054 -0.055  C2 1.402, C11 1.407, H18 1.084
13 H -1.751 3.303 0.504  C3 1.084
14 H -1.224 2.451 2.806  C4 1.093
15 H -0.184 0.799 3.928  C6 1.097
16 H 0.122 -1.999 2.579  C7 1.088
17 H -1.847 -1.583 1.466  C11 1.091
18 H -2.287 -0.756 -0.855  C12 1.084
19 C -5.285 -1.197 6.591  C20 1.514, H41 1.096, H42 1.099, H43 1.097
20 C -4.166 -2.157 6.247  C19 1.514, C21 1.519, C22 1.519, O23 1.514
21 C -3.147 -2.218 7.372  C20 1.519, H44 1.096, H45 1.097, H46 1.101
22 C -4.683 -3.547 5.918  C20 1.519, H47 1.097, H48 1.096, H49 1.094
23 O -3.544 -1.735 4.933  C20 1.514, C24 1.361
24 C -2.906 -0.547 4.750  O23 1.361, C25 1.541, O40 1.209
25 C -1.408 -0.776 4.475  C6 1.408, C24 1.541, N26 1.464, H50 1.107
26 N -0.796 -0.765 5.805  C25 1.464, C27 1.294
27 C 0.242 -0.207 6.339  N26 1.294, C28 1.497, C34 1.490
28 C 0.389 1.279 6.450  C27 1.497, C29 1.407, C33 1.403
29 C 1.638 1.927 6.440  C28 1.407, C30 1.397, H51 1.088
30 C 1.733 3.303 6.662  C29 1.397, C31 1.395, H52 1.091
31 C 0.577 4.059 6.861  C30 1.395, C32 1.400, H53 1.095
32 C -0.678 3.446 6.766  C31 1.400, C33 1.401, H54 1.086
33 C -0.769 2.069 6.522  C28 1.403, C32 1.401, H55 1.092
34 C 1.253 -1.108 6.958  C27 1.490, C35 1.407, C39 1.411
35 C 2.356 -0.686 7.723  C34 1.407, C36 1.398, H56 1.090
36 C 3.387 -1.577 8.032  C35 1.398, C37 1.402, H57 1.092
37 C 3.307 -2.920 7.636  C36 1.402, C38 1.402, H58 1.091
38 C 2.154 -3.378 6.981  C37 1.402, C39 1.392, H59 1.092
39 C 1.126 -2.487 6.687  C34 1.411, C38 1.392, H60 1.091
40 O -3.426 0.544 4.798  C24 1.209
41 H -5.966 -1.085 5.740  C19 1.096
42 H -5.868 -1.571 7.444  C19 1.099
43 H -4.879 -0.218 6.872  C19 1.097
44 H -2.291 -2.846 7.102  C21 1.096
45 H -2.786 -1.218 7.644  C21 1.097
46 H -3.613 -2.652 8.269  C21 1.101
47 H -3.843 -4.215 5.691  C22 1.097
48 H -5.242 -3.988 6.750  C22 1.096
49 H -5.345 -3.511 5.047  C22 1.094
50 H -1.371 -1.853 4.222  C25 1.107
51 H 2.544 1.353 6.254  C29 1.088
52 H 2.719 3.769 6.686  C30 1.091
53 H 0.653 5.130 7.074  C31 1.095
54 H -1.595 4.015 6.886  C32 1.086
55 H -1.742 1.588 6.396  C33 1.092
56 H 2.422 0.352 8.049  C35 1.090
57 H 4.263 -1.216 8.576  C36 1.092
58 H 4.133 -3.603 7.838  C37 1.091
59 H 2.047 -4.424 6.683  C38 1.092
60 H 0.214 -2.831 6.198  C39 1.091

Output
* net charge: -1
* gap between HOMO and LUMO: 6.101 eV
* electronic energy: -4028.840854 hartree
* SMILES string: CC(C)(C)OC(=O)[C@H](N=C(c1ccccc1)c1ccccc1)[C@@H](C=[N+]([O-])[O-])c1ccc(Br)cc1
* E_LUMO: 2.5677 eV